# 1
ORCA calculation (the ωB97M-V functional and the def2-TZVPD basis) on a molecular structure, C35H83AgF6N4O13 in a non-equilibrium geometry.

- Orbital gap: 4.90 eV
- Total charge: +2
- Multiplicity: 1
- DFT total energy: -3325.69361 a.u.

```
142
C35H83AgF6N4O13 | OMol25 | the ωB97M-V functional and the def2-TZVPD basis
H -4.691 11.472 -14.801
H 5.835 10.675 -14.971
O 3.459 6.978 -6.612
H 1.806 5.920 -7.408
O 2.495 12.425 -8.130
O 4.126 13.783 -3.592
H 7.026 18.068 -5.909
H -2.393 8.318 -12.102
C 1.717 11.281 -7.708
C 2.606 5.805 -6.677
H 0.778 15.081 -5.774
H -3.515 7.629 -14.070
O 5.621 11.769 -13.167
H 6.771 12.022 -14.970
H 5.848 3.542 -12.316
H 3.826 6.101 -4.279
H 5.141 15.828 -4.580
H 2.546 5.651 -3.324
C 5.794 11.702 -14.607
H 7.249 16.739 -4.843
N 4.495 13.794 -6.588
H 4.588 13.978 -11.913
C 4.773 3.381 -12.391
H 3.107 10.036 -6.664
H 7.615 12.877 -7.680
C 4.478 13.788 -10.845
H 0.413 9.409 -12.260
H 3.531 12.362 -9.746
H 3.695 6.404 -10.502
H 0.580 14.511 -4.050
H 1.510 9.782 -6.111
Ag 0.566 14.046 -9.099
O -2.107 14.184 -8.866
H 6.289 14.898 -10.324
C 3.919 15.138 -6.185
H -0.879 7.554 -12.760
O 5.045 7.708 -11.436
H 8.001 16.599 -6.471
F -2.726 11.419 -6.409
C 2.515 7.383 -11.899
N 3.067 5.444 -4.164
H -2.154 7.193 -15.149
C 7.522 13.258 -8.697
H 3.235 14.697 -5.460
H 3.693 11.298 -13.219
H 2.874 14.307 -2.032
O 5.802 5.136 -4.522
H -3.041 8.459 -15.619
H -1.648 13.979 -5.019
C 6.879 5.341 -5.438
H 0.543 9.636 -8.379
C -3.634 11.683 -14.965
H 1.476 6.656 -4.915
H -3.700 12.553 -15.618
F -3.614 11.654 -8.341
O 4.351 5.658 -12.221
H 6.522 5.356 -6.468
O 6.128 13.159 -9.095
H 4.400 17.080 -5.596
H 5.781 12.069 -5.996
H -3.202 10.812 -15.459
H 3.690 10.360 -10.749
H 7.638 4.560 -5.389
C 4.467 7.138 -7.568
C 1.961 5.732 -5.231
C 3.636 4.034 -3.987
C 4.914 16.119 -5.606
H 3.516 12.788 -1.821
C 5.018 3.926 -4.770
H 1.009 10.788 -9.637
O -0.912 13.815 -7.014
H 3.816 13.273 -7.123
H 2.838 12.650 -11.189
C -1.510 8.442 -12.729
C -2.701 8.013 -14.684
H 3.455 15.435 -7.125
H 4.931 3.903 -5.856
H -2.671 10.772 -10.644
H 2.184 13.093 -3.055
C 3.948 6.858 -11.460
H 6.553 13.375 -11.083
H 2.824 3.318 -4.111
C 4.704 12.652 -4.233
H 5.095 14.024 -7.367
H -2.227 12.391 -10.917
N -1.073 10.934 -12.065
H -4.391 12.038 -12.319
H -2.987 13.809 -7.106
H 3.179 4.906 -6.904
O -2.859 12.014 -13.814
F -1.576 11.183 -8.220
H 5.344 11.007 -10.663
C 5.378 12.996 -5.588
H 7.320 6.280 -5.105
H 4.852 10.033 -12.898
F 1.970 8.040 -10.897
C 4.588 11.060 -12.645
H 4.591 2.424 -11.900
C 0.532 14.254 -5.108
C 2.187 10.573 -6.434
H 2.203 9.598 -8.880
H 6.264 13.618 -5.455
H 5.247 7.860 -7.324
C -2.492 11.882 -7.666
C -3.492 11.511 -12.639
C -0.632 9.423 -11.951
H 3.822 4.050 -2.913
H 3.766 4.218 -10.746
H 0.756 11.739 -7.477
H 2.682 4.189 -12.104
C 1.353 10.268 -8.743
H 1.225 4.929 -5.190
H -0.488 11.460 -11.431
N 3.722 12.483 -10.730
O -1.861 8.919 -13.947
C 5.935 13.867 -10.332
F 1.672 6.343 -12.056
C 3.719 4.376 -11.824
C -2.426 11.462 -11.451
H 2.396 11.334 -5.682
H 5.567 3.001 -4.599
H 3.880 11.961 -4.414
O 6.186 16.209 -6.402
H -0.733 12.555 -5.316
H 4.944 6.182 -7.783
H 5.456 12.121 -3.651
H -0.918 11.349 -12.973
C -0.804 13.605 -5.599
H 7.852 14.296 -8.713
H 8.223 12.675 -9.295
H 1.234 13.434 -5.256
H -3.800 10.469 -12.729
C 7.157 16.986 -5.900
H 3.993 7.552 -8.458
H 3.912 14.637 -10.463
C 4.368 11.121 -11.135
H 4.980 12.186 -15.145
H 4.666 3.091 -13.436
F 2.487 8.110 -13.030
H -0.713 9.254 -10.877
C -2.130 13.431 -7.663
C 3.126 13.422 -2.617
```

---

# 2
ORCA calculation (the ωB97M-V functional and the def2-TZVPD basis) on a molecular structure, C35H83HgN3O14S3 in a non-equilibrium geometry.

- Orbital gap: 2.93 eV
- Multiplicity: 1
- DFT total energy: -3948.45663 a.u.

```
139
C35H83HgN3O14S3 | OMol25 | the ωB97M-V functional and the def2-TZVPD basis
O 1.974 5.711 -2.050
N 5.679 -5.414 -2.590
H -8.057 -1.757 0.242
H 5.135 -5.283 -3.431
C 2.655 -1.503 5.603
C 1.028 0.599 0.823
H -5.003 7.752 -0.382
H -1.744 -4.945 2.796
H 5.264 -3.699 5.730
H -3.649 -0.348 -5.090
H 0.072 6.644 5.574
C 4.343 -7.419 -2.175
C -5.948 7.210 -0.409
H 6.335 -8.091 1.695
H -0.700 4.823 7.326
H -0.501 -0.775 0.847
H 3.397 -7.153 -2.648
H 3.474 6.358 -4.680
H -1.138 -0.607 -6.230
H 4.596 -0.983 -4.088
C -7.155 5.196 -1.234
H -3.006 -1.901 -6.720
H 6.400 -6.046 -2.909
H -6.481 -2.157 -2.423
H -4.855 -2.536 -1.742
C -1.660 -0.311 -7.140
S -1.442 -6.794 4.173
H 1.853 -1.201 6.277
C 3.519 5.649 -3.853
C -0.139 -0.111 0.063
H -5.890 10.032 -0.915
C -3.841 0.016 -6.099
H -6.963 9.351 0.499
H -1.267 3.413 6.408
Hg -1.252 4.172 -1.250
C -6.755 9.469 -0.565
H 4.145 -8.263 -1.515
H -6.270 -3.375 -1.183
O 5.817 -1.174 3.654
H 5.478 0.011 -5.233
H 0.960 -7.390 4.183
H -0.507 3.997 3.238
H -5.303 4.128 -0.895
H 6.508 -7.311 -0.633
C 6.055 -7.060 1.912
C -0.398 4.025 6.647
H -0.095 -8.466 3.227
O 0.229 4.535 5.473
H 1.257 -7.110 1.661
O -2.340 -7.937 4.419
H 2.142 -1.735 4.669
C -0.794 7.192 2.896
H 1.200 -1.673 -0.639
H 6.609 -5.573 -0.153
H 6.903 -6.405 2.110
C -7.555 -0.872 -0.148
O 1.477 4.459 -3.727
C -1.891 -5.986 2.510
H -8.207 -0.614 -0.983
O -6.805 8.112 -1.045
H 2.435 -3.531 5.997
S 5.318 -1.345 5.038
H 3.672 0.161 4.431
C 5.109 -0.029 -4.208
H 0.967 -0.260 -1.758
C -0.836 -6.424 1.455
C 3.221 -2.779 6.071
H 1.288 1.525 0.310
C -5.842 5.894 -1.123
O -3.953 2.580 -7.192
N -4.962 4.977 -0.467
C 5.675 0.626 -1.811
H 1.006 -5.679 2.569
H 1.001 5.894 3.187
H -4.729 0.009 -0.936
C 0.496 -6.582 2.236
H 4.942 -0.126 -1.519
H -2.944 -6.161 2.288
H -1.342 5.758 5.200
H -7.450 4.711 -0.303
H 6.763 1.258 -3.510
O 6.284 -1.175 6.168
H 3.923 0.262 6.156
H 4.297 -3.426 4.294
H -0.685 -5.604 0.752
H -5.476 6.098 -2.129
C -3.083 -0.878 -7.090
H -4.928 0.052 -6.023
H -1.770 4.819 3.265
C 5.950 -6.400 -0.416
C 2.283 5.243 -3.179
O -1.212 0.686 -0.357
H 5.049 1.517 -1.865
H -7.518 -0.040 0.556
C -1.639 1.225 -7.249
C 3.752 -0.438 5.338
H 3.397 -2.612 7.134
H 4.302 0.694 -4.087
H 4.291 6.131 -3.255
H 0.251 3.410 7.270
H -1.813 7.267 3.277
O -1.283 -5.808 5.242
S -3.139 1.751 -6.315
H -0.735 1.758 -6.953
H 0.683 0.834 1.831
O 5.274 -6.671 0.750
O -5.672 -0.075 -1.094
H 4.910 -7.736 -3.050
H -0.308 -1.596 -1.452
H -0.303 8.111 3.214
C -5.915 -2.403 -1.525
C 5.004 -6.186 -1.552
H 3.908 4.694 -4.207
C 0.495 -0.964 -1.072
H -0.785 7.227 1.806
C -0.067 5.888 3.402
C 0.132 -7.429 3.475
H 4.313 -5.419 -1.204
N -0.884 4.814 2.779
O 7.193 -0.652 -3.121
C 4.526 -3.033 5.284
H -5.552 -1.555 0.331
H -5.188 4.830 0.507
H 1.948 0.016 0.814
H -7.620 10.053 -0.879
H 6.694 -1.464 -3.002
H -7.050 4.476 -2.045
H -1.173 -0.727 -8.022
O -2.842 2.209 -4.959
H 6.506 0.746 -1.117
H -6.308 7.049 0.607
H -1.144 -7.334 0.941
H -1.703 1.546 -8.288
C -6.163 -1.254 -0.521
H -7.972 5.844 -1.552
C -0.275 5.797 4.983
H -3.562 -0.782 -8.064
C 6.228 0.368 -3.180
H 5.446 -7.101 2.815
```

---

# 3
ORCA calculation (the ωB97M-V functional and the def2-TZVPD basis) on 9 unconnected molecules or ions with the total composition C35H83N2O12S in a non-equilibrium geometry.

- Orbital gap: 7.74 eV
- Total charge: +1
- Multiplicity: 1
- DFT total energy: -2793.37948 a.u.

```
133
C35H83N2O12S | OMol25 | the ωB97M-V functional and the def2-TZVPD basis
H 4.697 0.839 -2.361
C -5.183 1.528 3.136
H -1.844 -4.577 -4.272
H 4.150 6.287 7.180
H -1.145 -4.570 4.862
C -5.531 6.227 -3.276
C -2.945 1.187 2.322
H -4.670 -1.928 3.904
C -1.415 -4.307 3.763
C -3.597 4.692 -3.736
H 3.595 4.765 7.860
N -0.193 0.691 0.545
C 5.682 -11.431 -1.345
H -1.018 -3.285 -5.169
H -6.629 0.162 -0.261
O -4.748 -1.618 2.971
H -7.510 0.361 2.823
H 1.921 -5.331 -4.472
H 6.838 3.028 -2.538
H 1.308 7.465 6.532
H -0.503 5.661 1.851
H 4.406 3.888 1.558
H -6.300 -1.812 0.847
H 4.488 2.588 0.379
H 1.161 6.742 4.915
H 6.576 -0.730 -2.811
H -1.879 -3.112 -2.231
C -0.892 5.154 -0.203
H -1.883 1.485 2.705
H 5.527 2.787 -3.714
H 1.980 -5.661 -2.074
H 6.205 -12.034 -0.598
H -2.620 4.351 -3.379
C -0.662 6.177 0.899
H 3.627 -10.141 -2.190
H -5.845 1.075 3.987
C 2.611 2.679 1.446
C 5.731 1.184 -2.265
H 2.201 -7.339 -1.531
C 3.255 5.734 7.485
H -0.208 -4.056 -3.814
O 1.690 -6.249 -4.670
H -1.656 7.867 1.812
O -5.633 0.995 1.866
H 2.224 4.427 0.657
H -2.756 -1.735 3.385
H 2.033 -8.114 -3.916
H 2.345 1.643 1.215
C -2.785 -0.321 1.737
H 5.531 -9.657 -0.139
O 0.521 6.920 0.615
C 1.763 -6.709 -2.309
C -7.084 0.797 1.847
H -1.264 -2.779 -0.032
H 0.066 0.076 1.345
H 3.732 5.340 4.991
C 6.641 0.317 -3.120
H 7.688 0.617 -3.005
C -1.766 -2.676 -3.228
C -7.406 -0.155 0.550
H 2.291 4.097 3.055
H -3.208 1.950 1.500
O -3.280 6.829 -2.679
H -6.250 5.407 -3.355
C 4.866 -10.329 -0.689
C -1.840 7.130 1.024
H -0.757 -1.184 -3.992
H -0.448 1.637 0.883
H 2.518 2.422 3.599
C 2.301 -7.079 -3.683
S -4.468 -4.081 1.163
H -0.817 -0.496 -1.120
H -1.990 7.690 0.096
H 4.182 -7.172 -4.744
H -5.933 6.980 -2.592
H 1.442 4.957 6.627
H -4.258 3.825 -3.829
H 5.169 3.261 -2.039
C -2.074 -3.810 2.723
H -1.009 5.646 -1.175
C -1.328 0.109 -0.264
H -4.060 -5.065 0.266
H 4.309 -7.551 -3.013
C -1.182 -3.712 -4.175
C -2.202 -2.270 0.409
C -3.114 -2.173 -3.721
H -0.032 4.483 -0.290
C 3.822 -10.902 0.257
H -2.762 6.590 1.259
O 2.966 4.823 5.277
H -4.287 5.295 -1.790
H -5.346 2.685 3.163
O -3.811 1.204 3.477
H -3.018 -1.692 -4.700
H 0.987 2.936 2.854
C 5.819 2.648 -2.670
H 7.013 1.353 -0.799
C 1.834 6.889 5.765
H 0.675 -6.820 -2.280
O -0.864 -1.576 -3.113
C -4.180 5.729 -2.788
H 2.772 6.276 8.303
H 4.622 2.212 2.110
H 4.099 -5.874 -3.563
H 3.116 -11.543 -0.282
H -3.439 5.118 -4.732
H -8.442 0.073 0.101
H 4.289 -11.489 1.052
H -1.786 4.555 -0.005
H -3.518 -1.420 -3.037
H -3.835 -2.991 -3.805
O 4.218 -9.555 -1.697
H 2.679 7.482 5.401
C -2.983 -3.008 1.630
O -7.270 -1.583 0.889
H 6.373 0.387 -4.178
H -7.671 1.787 1.639
H -5.440 6.707 -4.256
H -2.939 -2.290 -0.496
H -3.179 7.221 -3.559
C 4.120 2.847 1.375
C -3.407 -1.642 2.422
H -1.926 1.005 -0.669
C 2.305 5.550 6.312
N -2.121 -0.771 0.665
C 3.810 -6.914 -3.748
O 6.099 1.049 -0.894
H 3.235 -10.099 0.713
H 5.041 -12.091 -1.940
H 0.389 7.380 -0.227
C 2.076 3.050 2.821
O 1.994 3.506 0.461
H 6.420 -11.006 -2.031
```